ORCA calculation (ωB97M-V/def2-TZVPD) on a molecular structure, C25H17Cl4IN5O6Ti in a non-equilibrium geometry.

Last column: Mulliken charge in e.
Element x y z (Å)
Ti1 -0.405257 0.186607 0.216016  0.239
O1 1.183461 -0.707947 -0.452571  -0.270
C1 2.237873 -1.304707 -0.899793  -0.072
C2 3.512406 -0.712278 -0.783776  -0.512
C3 4.651881 -1.382274 -1.176646  -0.560
C4 4.588867 -2.680340 -1.686781  -0.653
C5 3.345639 -3.277896 -1.807778  -0.496
C6 2.176921 -2.608219 -1.461328  0.427
C7 0.865024 -3.258043 -1.609295  -0.328
N1 -0.140250 -2.610348 -2.008659  -0.091
C8 -1.453318 -3.184674 -1.918038  -0.727
C9 -2.224960 -2.438932 -0.817139  -0.773
N2 -2.049498 -0.998587 -0.948127  0.462
C10 -2.915177 -0.388718 -1.665136  -0.305
C11 -2.877745 0.972005 -2.141913  0.687
C12 -4.022457 1.446139 -2.801082  -0.572
C13 -4.080267 2.690915 -3.379134  -0.747
C14 -2.930791 3.498969 -3.316498  -0.376
C15 -1.787777 3.065080 -2.701590  -0.628
C16 -1.701177 1.785606 -2.065889  0.502
O2 -0.613991 1.431931 -1.504675  -0.471
H1 3.555696 0.277824 -0.348115  0.535
H2 5.615223 -0.895322 -1.066783  0.363
H3 5.488980 -3.209280 -1.974156  0.350
H4 3.267022 -4.289858 -2.196352  0.369
H5 0.783849 -4.320342 -1.314342  0.220
H6 -1.442183 -4.264203 -1.688234  0.442
H7 -1.967179 -3.032463 -2.872728  0.329
H8 -1.830949 -2.760894 0.147901  0.042
H9 -3.285590 -2.718104 -0.866176  0.459
H10 -3.786199 -0.963437 -2.014219  0.158
H11 -4.890012 0.792457 -2.842569  0.290
H12 -4.982103 3.042517 -3.863422  0.360
H13 -2.951239 4.489856 -3.759217  0.347
H14 -0.906256 3.691172 -2.638796  0.405
Cl1 0.022204 6.535296 2.887664  -0.260
C17 -0.601047 5.033737 2.261901  0.402
C18 -1.953063 4.876911 2.050912  0.123
Cl2 -3.061172 6.174156 2.404508  -0.264
C19 -2.444700 3.655250 1.551305  0.300
Cl3 -4.145664 3.428714 1.265666  -0.259
C20 -1.594758 2.598304 1.266646  0.200
O3 -1.971219 1.433359 0.825615  -0.835
C21 -0.175095 2.766311 1.470493  0.325
O4 0.562716 1.745192 1.179752  -0.413
C22 0.284928 3.978923 1.972332  -0.064
Cl4 1.997195 4.157711 2.220704  -0.257
I1 5.131852 -1.855291 5.908946  0.019
C23 3.755323 -1.762632 4.377678  -0.518
C24 2.580168 -2.474924 4.278095  -0.256
N3 2.025962 -2.100287 3.112903  0.263
N4 2.747132 -1.190886 2.462130  -0.291
C25 3.809131 -0.969576 3.215554  -0.367
H15 2.117975 -3.192503 4.933054  0.455
H16 1.106232 -2.368081 2.738427  0.172
H17 4.560718 -0.259538 2.912077  0.440
O5 -0.676427 -2.813238 2.704331  -0.523
N5 -1.345963 -1.809370 2.460526  0.149
O6 -0.760898 -0.951756 1.765844  0.055

Atoms 1-6, force components in eV/Å:
Ti -0.3 1.4 -1.5
O -0.5 0.4 0.1
C 0.1 -0.2 0.1
C 0.0 0.0 0.0
C 0.0 0.0 0.0
C 0.0 0.0 0.0

Summary:
HOMO level (alpha / beta): -1.4 / -1.7 eV
ΔE to the lowest compared entry with this formula, charge and spin: 47.1 kJ/mol
multiplicity: 2
LUMO level (alpha / beta): 3.44 / 3.44 eV
expectation value of S²: 0.76
net charge: -2
DFT total energy: -127245.8685 eV